(1)
{"formula": "C6H10O2", "method": "ωB97M-V with the def2-TZVPD basis set", "e_tot_ev": -10477.1421, "homo_energy_ev": -9.93, "smiles": "C=C[C@](C)(O)[C@@H]1CO1", "e_above_lowest_ev": 2.028, "gap_ev": 10.8, "symbols": ["C", "C", "C", "C", "O", "C", "C", "O", "H", "H", "H", "H", "H", "H", "H", "H", "H", "H"], "positions_angstrom": [[2.04, 1.44, 0.04], [1.04, 0.69, 0.47], [0.22, -0.25, -0.40], [0.32, -1.68, 0.16], [0.69, -0.31, -1.73], [-1.22, 0.27, -0.38], [-2.13, 0.12, 0.74], [-2.30, -0.60, -0.44], [2.59, 2.08, 0.72], [2.36, 1.45, -0.99], [0.74, 0.69, 1.52], [-0.35, -2.33, -0.40], [1.35, -2.02, 0.03], [0.07, -1.70, 1.21], [0.63, 0.57, -2.12], [-1.33, 1.17, -1.00], [-2.87, 0.89, 0.94], [-1.84, -0.46, 1.61]], "mulliken_charge": [-0.77, -0.42, 1.24, -1.73, -0.63, -0.07, -0.43, -0.46, 0.28, 0.24, 0.30, 0.37, 0.43, 0.38, 0.40, 0.38, 0.28, 0.21]}



(2)
{"formula": "CH4N2PS", "method": "ωB97M-V with the def2-TZVPD basis set", "e_tot_ev": -24197.0154, "homo_energy_ev": -11.15, "total_charge": 1, "e_above_lowest_ev": 2.323, "gap_ev": 4.2, "symbols": ["C", "N", "N", "P", "S", "H", "H", "H", "H"], "positions_angstrom": [[-0.53, -1.45, -0.82], [-1.17, -2.43, -0.22], [1.60, 3.58, 1.07], [2.24, 4.77, 0.56], [0.36, -0.26, -0.20], [-0.60, -1.67, -1.86], [-1.62, -3.01, -0.89], [-1.35, -2.46, 0.72], [1.07, 2.92, 1.64]], "mulliken_charge": [-0.02, -0.28, 0.00, 0.64, -0.40, 0.26, 0.24, 0.20, 0.35]}



(3)
{"formula": "C3H3ClN4", "method": "ωB97M-V with the def2-TZVPD basis set", "e_tot_ev": -21640.4406, "homo_energy_ev": -9.71, "smiles": "Cl/C=C\\n1ncnn1", "e_above_lowest_ev": 0.735, "gap_ev": 10.0, "symbols": ["Cl", "C", "C", "N", "N", "C", "N", "N", "H", "H", "H"], "positions_angstrom": [[2.20, 1.29, -1.24], [1.70, -0.35, -1.24], [0.63, -0.87, -0.64], [-0.32, -0.23, 0.17], [-0.36, 1.06, 0.48], [-1.45, 1.10, 1.24], [-2.03, -0.12, 1.38], [-1.31, -0.94, 0.69], [2.33, -0.99, -1.82], [0.45, -1.96, -0.72], [-1.83, 2.01, 1.70]], "mulliken_charge": [-0.12, -0.29, -0.02, 0.98, -0.70, -0.01, -0.37, -0.57, 0.35, 0.33, 0.41]}



(4)
{"formula": "C4H3NO3", "method": "ωB97M-V with the def2-TZVPD basis set", "e_tot_ev": -11827.7317, "homo_energy_ev": -9.47, "smiles": "O=COc1cocn1", "e_above_lowest_ev": 1.802, "gap_ev": 10.3, "symbols": ["O", "C", "O", "C", "C", "O", "C", "N", "H", "H", "H"], "positions_angstrom": [[1.38, 0.45, 1.82], [0.38, 1.11, 1.88], [-0.70, 0.86, 1.13], [-0.45, 0.10, -0.09], [0.68, -0.68, -0.31], [0.49, -1.22, -1.57], [-0.71, -0.73, -2.01], [-1.32, 0.09, -1.14], [0.16, 1.79, 2.65], [1.37, -1.05, 0.40], [-1.06, -0.97, -3.03]], "mulliken_charge": [-0.49, 0.16, -0.32, 0.42, -0.22, -0.32, 0.01, -0.51, 0.41, 0.49, 0.37]}



(5)
{"formula": "CH4N2P2", "method": "ωB97M-V with the def2-TZVPD basis set", "e_tot_ev": -22657.2009, "homo_energy_ev": -8.91, "e_above_lowest_ev": 1.308, "gap_ev": 8.3, "symbols": ["C", "N", "N", "P", "P", "H", "H", "H", "H"], "positions_angstrom": [[3.85, -0.72, 0.80], [2.72, -0.46, 0.93], [-0.73, 0.42, -1.21], [-2.38, -0.48, 1.17], [-1.23, -1.03, -0.42], [1.74, -0.28, 0.88], [-0.20, 0.27, -2.02], [-1.18, 1.43, -0.97], [-2.59, 0.83, 0.82]], "mulliken_charge": [-0.17, -0.12, -0.48, -0.08, 0.09, 0.28, 0.24, 0.27, -0.03]}



(6)
{"formula": "C6H12N3S", "method": "ωB97M-V with the def2-TZVPD basis set", "e_tot_ev": -21714.1328, "homo_energy_ev": -12.67, "total_charge": 1, "smiles": "Cc1n(C)c(=S)n(C)[n+]1C", "e_above_lowest_ev": 1.374, "gap_ev": 8.8, "symbols": ["C", "C", "N", "C", "C", "S", "N", "C", "N", "C", "H", "H", "H", "H", "H", "H", "H", "H", "H", "H", "H", "H"], "positions_angstrom": [[0.46, -2.23, 0.19], [0.22, -0.77, -0.08], [0.86, -0.03, -1.02], [1.97, -0.41, -1.93], [0.66, 1.34, -0.80], [1.53, 2.60, -1.29], [-0.38, 1.36, 0.35], [-1.54, 2.23, 0.32], [-0.55, 0.00, 0.66], [-1.39, -0.49, 1.78], [1.43, -2.52, -0.17], [-0.27, -3.00, -0.19], [0.50, -2.39, 1.26], [2.88, -0.22, -1.46], [1.96, -1.49, -2.01], [1.90, 0.20, -2.87], [-1.59, 3.02, 1.07], [-1.54, 2.91, -0.47], [-2.40, 1.60, 0.51], [-1.97, 0.32, 2.10], [-0.74, -0.76, 2.62], [-1.97, -1.27, 1.44]], "mulliken_charge": [-1.28, 0.79, 0.04, -0.99, -0.05, -0.21, -0.01, -0.83, 0.17, -0.95, 0.39, 0.31, 0.34, 0.48, 0.34, 0.31, 0.32, 0.32, 0.33, 0.39, 0.36, 0.42]}



(7)
{"formula": "C13H33NO7P2", "method": "ωB97M-V with the def2-TZVPD basis set", "e_tot_ev": -48413.5064, "homo_energy_ev": -8.34, "smiles": "NP(O)#[PH]CCCCOC=O.COCCOC.COCCOC", "e_above_lowest_ev": 2.931, "gap_ev": 8.9, "symbols": ["N", "P", "O", "P", "C", "C", "C", "C", "O", "C", "O", "H", "H", "H", "H", "H", "H", "H", "H", "H", "H", "H", "H", "H", "C", "O", "C", "C", "O", "C", "H", "H", "H", "H", "H", "H", "H", "H", "H", "H", "C", "O", "C", "C", "O", "C", "H", "H", "H", "H", "H", "H", "H", "H", "H", "H"], "positions_angstrom": [[4.24, -2.37, -1.47], [5.36, -1.58, -0.41], [6.64, -1.33, -1.42], [4.71, 0.51, -0.12], [2.87, 0.37, -0.31], [2.34, 0.35, -1.75], [1.10, -0.53, -2.00], [0.04, -0.49, -0.92], [-0.73, -1.72, -1.02], [-1.68, -1.86, -0.05], [-1.46, -1.86, 1.13], [4.16, -1.90, -2.38], [3.33, -2.38, -1.02], [7.04, -2.19, -1.60], [5.09, 1.23, -1.28], [2.56, -0.49, 0.28], [2.47, 1.24, 0.21], [2.16, 1.37, -2.08], [3.14, -0.02, -2.40], [0.63, -0.18, -2.92], [1.36, -1.58, -2.18], [-0.65, 0.35, -1.08], [0.45, -0.44, 0.09], [-2.69, -2.00, -0.47], [-4.27, -4.35, 2.37], [-5.65, -4.02, 2.44], [-6.06, -3.08, 1.46], [-6.67, -3.74, 0.24], [-5.75, -4.56, -0.47], [-5.84, -5.93, -0.14], [-4.12, -5.27, 2.92], [-3.94, -4.50, 1.34], [-3.67, -3.56, 2.83], [-5.21, -2.45, 1.16], [-6.81, -2.44, 1.92], [-6.99, -2.95, -0.45], [-7.55, -4.32, 0.52], [-6.67, -6.40, -0.67], [-5.97, -6.08, 0.94], [-4.91, -6.41, -0.45], [3.92, 4.37, 0.86], [2.75, 4.14, 0.07], [1.55, 4.30, 0.80], [0.92, 5.67, 0.60], [1.74, 6.72, 1.10], [2.53, 7.34, 0.10], [4.75, 4.54, 0.17], [3.81, 5.24, 1.51], [4.14, 3.48, 1.46], [1.71, 4.11, 1.86], [0.84, 3.55, 0.42], [-0.02, 5.71, 1.16], [0.69, 5.84, -0.46], [1.94, 8.06, -0.47], [2.97, 6.62, -0.59], [3.34, 7.88, 0.61]], "mulliken_charge": [-0.67, 0.18, -0.46, -0.12, -0.91, -0.52, -0.62, -0.48, -0.30, 0.20, -0.50, 0.36, 0.29, 0.32, 0.04, 0.47, 0.36, 0.41, 0.35, 0.28, 0.28, 0.29, 0.38, 0.37, -0.67, -0.39, -0.33, -0.47, -0.38, -0.76, 0.25, 0.29, 0.31, 0.18, 0.37, 0.37, 0.32, 0.31, 0.35, 0.26, -0.88, -0.33, -0.27, -0.70, -0.37, -0.67, 0.24, 0.42, 0.36, 0.36, 0.27, 0.39, 0.35, 0.32, 0.27, 0.25]}



(8)
{"formula": "C6H12BrNO", "method": "ωB97M-V with the def2-TZVPD basis set", "e_tot_ev": -79992.8121, "homo_energy_ev": -9.11, "smiles": "C/C(Br)=N/O.C=C(C)C", "e_above_lowest_ev": 3.856, "gap_ev": 9.6, "symbols": ["C", "C", "Br", "N", "O", "H", "H", "H", "H", "C", "C", "C", "C", "H", "H", "H", "H", "H", "H", "H", "H"], "positions_angstrom": [[-1.34, -0.31, 1.96], [-1.78, 0.59, 0.83], [-3.06, -0.52, -0.23], [-1.28, 1.60, 0.35], [-1.75, 2.19, -0.77], [-0.60, 0.25, 2.43], [-0.96, -1.36, 1.64], [-2.28, -0.37, 2.66], [-2.50, 1.63, -0.87], [1.27, -1.52, 0.19], [1.21, -0.39, -0.47], [1.91, 0.88, -0.10], [0.59, -0.55, -1.83], [1.82, -1.60, 1.06], [0.83, -2.35, -0.11], [3.10, 0.74, -0.34], [1.43, 1.70, -0.64], [1.95, 1.22, 0.89], [1.31, -0.87, -2.57], [0.34, 0.43, -2.16], [-0.19, -1.38, -1.90]], "mulliken_charge": [-1.01, 0.45, -0.28, -0.23, -0.21, 0.31, 0.28, 0.38, 0.30, -1.59, 1.32, -1.27, -1.34, 0.41, 0.49, 0.26, 0.35, 0.37, 0.40, 0.35, 0.28]}